Entry from the Open Molecules 2025 dataset: a structure of composition C39H44BrF4N7PSTi (ωB97M-V/def2-TZVPD).

Output
E_LUMO (spin up / spin down) (eV): -2.2 / -3.2
Total charge: +1
Kohn-Sham gap (spin up / spin down) (eV): 6.703 / 7.220
Multiplicity: 3

Geometry (Å):
Ti  0.058  0.081  -0.079
C  -0.557  3.107  3.114
C  -0.420  1.826  2.360
N  -0.042  1.815  1.065
N  -0.076  3.034  0.402
C  -0.713  3.091  -0.768
N  -0.703  4.244  -1.448
S  -1.527  1.727  -1.368
C  -0.702  0.542  2.888
C  -1.060  0.288  4.231
C  -1.372  -0.985  4.624
C  -1.321  -2.030  3.688
C  -0.948  -1.726  2.402
N  -0.636  -0.488  1.983
H  0.409  3.608  3.230
H  -1.223  3.791  2.582
H  -0.968  2.951  4.106
H  0.522  3.785  0.722
H  -0.207  5.060  -1.130
H  -1.078  4.244  -2.380
H  -1.086  1.096  4.946
H  -1.653  -1.183  5.649
H  -1.566  -3.045  3.959
H  -0.882  -2.510  1.658
F  -0.951  -6.741  -3.430
C  -1.225  -5.597  -2.834
C  -2.511  -5.086  -2.866
F  -3.470  -5.747  -3.491
C  -2.780  -3.883  -2.238
F  -4.032  -3.435  -2.284
C  -1.797  -3.153  -1.576
P  -2.140  -1.470  -0.945
C  -3.093  -0.780  -2.340
C  -2.504  -0.791  -3.602
C  -3.154  -0.218  -4.682
C  -4.395  0.379  -4.507
C  -4.984  0.392  -3.252
C  -4.337  -0.185  -2.169
C  -3.336  -1.676  0.406
C  -3.691  -0.523  1.111
C  -4.547  -0.604  2.195
C  -5.050  -1.838  2.592
C  -4.702  -2.984  1.894
C  -3.850  -2.905  0.801
C  -0.512  -3.700  -1.547
Br  0.898  -2.873  -0.596
C  -0.229  -4.902  -2.169
F  0.995  -5.415  -2.139
H  -1.535  -1.256  -3.751
H  -2.692  -0.236  -5.660
H  -4.903  0.828  -5.349
H  -5.954  0.848  -3.112
H  -4.813  -0.177  -1.197
H  -3.285  0.439  0.812
H  -4.819  0.293  2.735
H  -5.717  -1.904  3.440
H  -5.097  -3.945  2.196
H  -3.587  -3.810  0.267
C  3.276  -2.712  3.704
C  3.301  -1.419  2.897
C  4.653  -1.249  2.214
C  3.009  -0.229  3.820
N  2.256  -1.589  1.865
N  2.054  -0.454  1.023
H  4.022  -2.678  4.498
H  3.487  -3.566  3.062
H  2.298  -2.858  4.169
H  5.446  -1.211  2.959
H  4.703  -0.319  1.642
H  4.845  -2.085  1.542
H  3.752  -0.181  4.615
H  2.023  -0.331  4.280
H  3.050  0.730  3.296
H  1.376  -1.768  2.338
H  2.765  -0.487  0.298
H  2.192  0.418  1.538
C  3.108  4.375  -1.289
N  3.869  3.431  -0.505
C  5.295  3.503  -0.752
C  3.266  2.117  -0.368
C  2.743  1.403  -1.610
C  3.437  1.508  -2.815
C  2.985  0.880  -3.967
C  1.826  0.122  -3.924
C  1.148  0.007  -2.719
C  1.570  0.634  -1.545
H  3.505  5.379  -1.129
H  2.067  4.359  -0.958
H  3.111  4.170  -2.369
H  5.660  4.484  -0.442
H  5.584  3.366  -1.802
H  5.808  2.750  -0.154
H  2.419  2.213  0.323
H  4.011  1.488  0.133
H  4.345  2.092  -2.864
H  3.540  0.980  -4.890
H  1.461  -0.375  -4.814
H  0.235  -0.597  -2.705

Cartesian forces (eV/Å) of the 6 atoms listed first:
Ti -0.17 0.52 0.13
C -0.02 -0.05 -0.02
C -0.01 0.05 0.07
N 0.12 -0.29 -0.18
N -0.07 0.14 -0.05
C 0.08 0.03 0.06